Entry 1:
A molecular structure, C29H36N6O2SZr in a non-equilibrium geometry. Source: OMol25; level of theory: ωB97M-V/def2-TZVPD.

The geometry in XYZ format:
```
75
Properties=species:S:1:pos:R:3:forces:R:3
Zr 0.110 -0.076 -0.068 -1.11 -0.15 -0.85
C 3.363 -5.987 0.021 0.05 -0.09 0.01
C 2.569 -4.768 -0.329 -0.06 0.06 -0.07
C 2.118 -4.502 -1.584 -0.02 0.04 0.10
C 1.341 -3.359 -1.925 -0.02 0.13 -0.06
C 1.242 -2.916 -3.211 -0.03 -0.09 0.09
N 1.799 -3.423 -4.331 -0.01 -0.01 0.14
C 2.020 -2.574 -5.484 0.06 0.03 -0.14
C 3.275 -1.689 -5.415 -0.07 0.05 -0.15
C 3.230 -0.436 -4.536 0.04 0.13 -0.09
N 3.632 -0.693 -3.149 0.01 0.10 0.42
C 3.361 -0.007 -2.076 0.01 -0.23 -0.27
C 2.708 1.274 -1.987 -0.05 0.15 -0.05
C 2.705 2.242 -2.999 -0.10 0.02 0.12
C 2.033 3.451 -2.862 -0.03 -0.11 0.14
C 2.100 4.503 -3.927 -0.01 0.09 -0.06
C 1.288 3.655 -1.701 0.07 -0.17 -0.11
C 1.228 2.705 -0.685 0.10 0.08 -0.04
C 0.467 2.926 0.556 -0.08 -0.15 0.16
N -0.098 1.926 1.102 0.23 0.17 0.02
C -0.612 1.953 2.459 -0.10 0.07 0.13
C 0.250 1.031 3.336 -0.02 0.00 0.09
C 0.009 -0.473 3.185 -0.09 -0.04 0.14
N 0.322 -1.014 1.861 0.35 0.05 -0.01
C 1.125 -2.029 1.726 0.04 -0.13 0.06
C 1.472 -2.708 0.504 0.06 -0.19 0.07
C 2.247 -3.825 0.687 -0.12 0.16 -0.09
C 0.835 -2.384 -0.865 -0.03 -0.26 -0.09
O 1.225 -1.074 -1.383 -0.08 0.10 0.30
C 2.030 1.531 -0.758 0.18 0.36 -0.29
O 2.061 0.678 0.226 0.40 0.02 0.29
H 3.662 -6.531 -0.873 0.01 -0.02 -0.01
H 2.781 -6.668 0.644 0.01 -0.02 0.02
H 4.265 -5.726 0.575 0.04 -0.01 0.02
H 2.383 -5.195 -2.376 0.03 -0.05 -0.01
H 0.694 -1.996 -3.386 0.01 -0.01 0.00
H 2.382 -4.242 -4.258 -0.01 -0.01 -0.01
H 1.131 -1.955 -5.628 0.02 0.01 0.01
H 2.101 -3.209 -6.367 0.00 0.01 0.05
H 3.465 -1.336 -6.432 -0.01 -0.01 0.02
H 4.151 -2.292 -5.158 0.01 -0.03 0.02
H 2.235 0.014 -4.512 0.01 -0.02 -0.05
H 3.924 0.296 -4.954 -0.07 -0.03 0.02
H 4.111 -1.572 -3.001 0.00 0.00 0.05
H 3.666 -0.457 -1.139 0.01 -0.01 -0.04
H 3.271 2.074 -3.904 0.01 0.01 -0.01
H 2.607 4.134 -4.816 0.01 0.01 -0.02
H 2.645 5.377 -3.570 0.00 0.02 -0.01
H 1.103 4.831 -4.216 -0.01 0.02 -0.01
H 0.733 4.578 -1.584 -0.03 0.04 -0.02
H 0.444 3.918 1.012 0.00 -0.02 0.02
H -1.653 1.610 2.443 0.07 0.01 0.03
H -0.598 2.973 2.857 0.01 -0.06 -0.02
H 0.040 1.276 4.380 0.00 -0.01 -0.03
H 1.306 1.260 3.163 -0.05 0.00 0.00
H -1.046 -0.693 3.388 0.09 0.03 0.00
H 0.600 -1.004 3.937 -0.04 0.03 -0.04
H 1.585 -2.436 2.631 -0.08 0.01 -0.05
H 2.623 -4.027 1.685 0.00 0.01 0.04
C -5.118 1.905 -0.874 0.00 0.23 -0.03
N -4.691 0.537 -0.649 0.28 -0.27 0.02
C -5.524 -0.496 -0.273 -0.14 -0.18 0.02
C -4.769 -1.606 -0.152 -0.06 -0.02 -0.05
N -3.476 -1.237 -0.454 -0.05 0.27 -0.06
C -3.433 0.073 -0.747 -0.05 -0.21 0.00
S -2.074 1.025 -1.185 0.37 0.13 -0.01
H -6.129 1.893 -1.272 0.00 0.01 0.01
H -4.452 2.372 -1.595 -0.05 0.01 0.03
H -5.097 2.464 0.061 -0.01 0.02 -0.04
H -6.580 -0.346 -0.140 -0.03 -0.02 0.02
H -5.034 -2.615 0.101 -0.03 -0.04 0.03
H -2.644 -1.822 -0.512 -0.19 0.16 0.16
C -0.674 -2.185 -0.632 0.22 -0.30 0.22
H -1.181 -2.275 -1.599 0.15 0.03 -0.11
H -1.062 -2.954 0.050 -0.02 0.11 -0.07
```
Positions in Å, forces in eV/Å.

The total charge is +2. The value obtained for the energy is -2050.51074 a.u. The HOMO energy comes out at -11.9 eV.

Entry 2:
A molecular structure, C29H37BN7O2RbSi. Source: OMol25; level of theory: ωB97M-V/def2-TZVPD.

The geometry in XYZ format:
```
78
Properties=species:S:1:pos:R:3:forces:R:3
Rb 2.208 1.316 -1.199 0.10 0.01 0.00
C -0.494 -1.815 0.020 0.00 0.00 0.01
C 0.877 -2.367 -0.208 0.00 0.02 0.03
C 1.306 -3.706 -0.157 -0.01 -0.01 -0.05
C 2.656 -3.655 -0.443 0.00 0.01 0.04
C 3.636 -4.777 -0.551 0.00 0.00 0.00
N 2.984 -2.361 -0.633 -0.01 -0.02 -0.01
N 1.893 -1.569 -0.493 0.03 -0.01 -0.01
B 4.385 -1.790 -0.956 0.01 0.04 0.01
N 4.530 -1.486 -2.458 0.02 0.01 -0.03
N 3.593 -0.766 -3.120 -0.06 -0.04 0.03
C 4.044 -0.604 -4.351 0.02 0.04 0.01
C 3.250 0.166 -5.357 0.00 0.00 -0.01
C 5.304 -1.214 -4.501 -0.01 -0.02 0.00
C 5.576 -1.759 -3.262 0.01 0.02 0.00
C 6.795 -2.490 -2.804 0.01 0.00 0.00
N 4.602 -0.480 -0.155 0.03 0.00 -0.03
N 5.146 0.617 -0.746 -0.05 0.02 0.01
C 5.195 1.558 0.188 -0.01 0.00 0.01
C 5.654 2.942 -0.137 0.00 0.00 0.00
C 4.697 1.067 1.410 0.01 -0.01 0.00
C 4.343 -0.241 1.150 0.00 -0.01 0.01
C 3.795 -1.277 2.077 0.00 -0.01 0.00
H -1.210 -2.616 0.203 0.00 0.00 0.00
H -0.841 -1.246 -0.843 0.00 0.00 0.00
H -0.512 -1.145 0.881 0.00 0.01 0.00
H 0.715 -4.585 0.046 0.00 0.00 -0.01
H 3.118 -5.725 -0.407 0.00 0.00 0.00
H 4.426 -4.694 0.198 0.00 0.00 0.00
H 4.119 -4.791 -1.530 0.00 0.00 0.00
H 5.206 -2.624 -0.648 0.00 0.00 0.00
H 2.261 0.385 -4.955 0.00 0.00 0.00
H 3.125 -0.396 -6.284 0.00 0.00 0.00
H 3.733 1.114 -5.605 0.00 0.00 0.00
H 5.931 -1.248 -5.378 0.00 0.00 0.00
H 7.490 -2.591 -3.638 0.00 0.00 0.00
H 6.554 -3.486 -2.428 0.00 0.00 0.00
H 7.295 -1.950 -1.999 0.00 0.00 0.00
H 6.057 2.967 -1.149 0.00 0.00 0.00
H 6.429 3.276 0.558 0.00 0.00 0.00
H 4.812 3.636 -0.072 0.00 0.00 0.00
H 4.581 1.603 2.338 0.00 -0.01 0.01
H 3.880 -0.925 3.105 0.00 0.00 0.00
H 4.348 -2.215 1.987 0.00 0.00 0.00
H 2.747 -1.494 1.866 0.00 0.00 0.00
N -0.223 2.803 0.354 0.00 0.01 -0.02
C 0.110 4.138 -0.174 -0.01 -0.02 0.00
C 1.624 4.133 -0.450 -0.01 -0.02 -0.01
O 2.337 3.857 0.547 0.02 -0.01 -0.03
O 1.998 4.273 -1.637 0.01 0.03 0.01
H -1.212 2.723 0.554 0.01 0.01 0.02
H 0.286 2.687 1.224 0.01 0.00 0.00
H -0.130 4.948 0.528 -0.01 0.01 -0.01
H -0.433 4.299 -1.104 0.00 0.00 0.00
C -7.822 -2.587 3.808 0.01 -0.01 -0.01
C -7.883 -3.029 2.493 -0.01 -0.02 0.02
C -7.658 -2.143 1.447 0.00 -0.01 0.00
C -7.338 -0.796 1.659 0.06 0.06 -0.08
C -7.287 -0.381 2.995 -0.02 0.02 0.00
C -7.528 -1.251 4.052 0.00 0.02 -0.01
Si -6.998 0.339 0.099 -0.09 -0.03 0.04
C -7.023 2.066 0.974 0.03 0.00 0.03
C -5.897 2.890 1.103 -0.01 -0.03 -0.03
C -5.965 4.156 1.671 -0.02 0.05 0.02
C -7.174 4.644 2.153 0.03 0.00 0.00
C -8.308 3.848 2.049 -0.02 -0.03 -0.01
C -8.227 2.593 1.461 0.00 -0.01 0.00
H -8.001 -3.270 4.630 -0.01 0.00 0.00
H -8.117 -4.068 2.280 0.00 0.00 0.01
H -7.737 -2.505 0.426 0.01 0.01 0.00
H -7.051 0.655 3.215 0.01 -0.01 0.01
H -7.474 -0.886 5.073 0.00 -0.01 0.00
H -5.478 0.185 0.105 -0.01 -0.02 0.02
H -4.939 2.522 0.753 0.00 -0.01 0.00
H -5.068 4.761 1.749 0.00 0.00 0.00
H -7.232 5.628 2.604 0.01 0.00 0.00
H -9.260 4.213 2.422 0.00 -0.01 0.00
H -9.128 1.990 1.375 -0.02 0.03 0.01
```
Positions in Å, forces in eV/Å.

The total charge is -2. The value obtained for the energy is -1999.67396 a.u. The value obtained for the energy above the lowest of the compared OMol25 structures with the same formula, charge and spin is 0.0 kJ/mol. The HOMO energy comes out at -1.3 eV.

Entry 3:
A molecular structure, C29H37BiBrN11O2P2S in a non-equilibrium geometry. Source: OMol25; level of theory: ωB97M-V/def2-TZVPD.

The geometry in XYZ format:
```
84
Properties=species:S:1:pos:R:3:forces:R:3
Bi -0.567 0.474 0.034 1.95 0.22 0.20
N -0.889 -0.496 4.033 0.10 1.02 -0.11
C -1.949 0.206 3.553 0.08 -0.56 -0.13
N -2.609 1.018 4.379 1.11 -0.33 -0.13
C -3.662 1.626 3.864 -0.91 0.37 1.91
N -4.258 2.553 4.700 0.36 -1.16 -0.93
N -4.176 1.356 2.660 -1.40 1.53 0.38
C -3.457 0.620 1.884 1.82 0.75 -0.40
N -2.318 0.035 2.236 1.02 -0.32 -0.09
C -3.821 0.658 0.435 0.20 -2.87 -0.97
C -5.118 0.954 0.126 -1.25 1.40 0.28
C -5.674 0.857 -1.128 0.26 -1.36 -1.70
C -4.841 0.276 -2.098 1.49 0.37 1.52
C -3.557 -0.181 -1.730 0.21 0.39 1.39
N -3.033 -0.006 -0.484 -1.25 0.83 -0.26
H -0.450 -0.113 4.883 -0.56 -0.52 -0.63
H -0.268 -1.022 3.411 -0.36 0.21 0.21
H -4.031 2.429 5.692 -0.24 0.29 -0.74
H -5.176 2.887 4.430 0.24 -0.10 0.24
H -5.718 1.396 0.887 -0.28 0.04 0.69
H -6.742 1.044 -1.383 1.07 0.28 0.47
H -4.996 0.299 -3.128 -1.03 -0.45 -1.48
H -2.906 -0.771 -2.385 -0.40 0.46 -0.12
N 7.948 -1.811 0.607 2.16 0.94 0.32
C 6.627 -1.688 0.743 -1.24 -0.35 1.48
C 5.740 -2.748 0.462 0.79 -0.03 -0.41
C 4.399 -2.592 0.639 -0.31 1.34 -0.08
C 3.898 -1.405 1.177 0.32 0.59 -0.32
C 4.754 -0.339 1.529 0.10 -0.18 -0.91
C 6.126 -0.499 1.319 -0.72 0.93 0.20
S 2.165 -1.188 1.210 0.44 2.31 0.23
O 1.639 -1.612 2.482 -0.35 0.55 0.11
O 1.487 -1.755 0.059 0.10 0.05 -0.42
N 1.983 0.547 0.898 -1.76 -1.79 -0.11
C 1.655 1.389 1.917 1.06 -0.40 1.39
N 0.579 2.193 1.721 -0.17 -1.42 0.68
C 0.098 2.862 2.798 1.51 0.79 -0.35
C 0.828 2.988 3.986 -0.89 -0.72 -0.16
C 1.975 2.165 4.056 0.79 -0.12 0.56
N 2.405 1.376 3.079 -1.32 0.54 -0.95
H 8.404 -2.742 0.623 -0.39 1.35 -0.02
H 8.428 -0.947 0.982 -0.06 -2.13 -0.73
H 6.141 -3.659 0.025 -0.10 0.12 0.02
H 3.688 -3.213 0.167 -0.51 -1.26 -0.02
H 4.312 0.635 1.780 0.45 -0.63 0.33
H 6.817 0.342 1.596 -0.69 -0.98 -0.39
H -0.783 3.406 2.503 -0.46 0.30 0.77
H 0.470 3.539 4.878 0.25 -0.32 -0.90
H 2.621 2.110 4.973 -0.85 0.30 -0.83
C -0.218 4.402 -0.527 -0.85 0.30 -1.06
P -1.153 2.936 -1.246 -0.59 1.05 0.12
C -2.938 3.587 -1.452 1.94 -0.84 -1.87
C -0.521 2.803 -2.992 0.29 1.27 -0.10
C 0.917 2.264 -3.077 0.84 1.07 -0.64
P 1.054 0.529 -2.489 -1.97 0.15 0.17
C 0.297 -0.444 -3.839 0.49 -0.94 1.33
C 2.788 0.294 -2.346 0.98 1.30 -0.53
H -0.958 5.246 -0.495 0.87 -0.49 -0.63
H 0.664 4.567 -1.189 -0.76 0.28 0.51
H 0.114 4.343 0.492 0.23 -0.71 0.33
H -2.907 4.420 -2.162 0.30 0.05 0.16
H -3.350 3.939 -0.555 -0.62 0.11 1.35
H -3.515 2.821 -1.973 -0.19 -0.13 0.48
H -0.623 3.822 -3.472 0.35 -0.82 0.68
H -1.149 2.200 -3.624 -0.64 -0.53 0.07
H 1.616 2.872 -2.440 -0.55 -0.44 -0.56
H 1.276 2.394 -4.165 -0.39 -0.42 1.61
H 0.294 -1.474 -3.423 0.18 0.32 -0.71
H 0.768 -0.371 -4.814 0.19 -0.05 0.03
H -0.740 -0.180 -3.891 -0.61 0.35 -0.21
H 3.086 0.860 -1.472 0.01 0.53 0.24
H 3.181 0.827 -3.250 0.27 -0.87 0.66
H 3.214 -0.661 -2.113 -0.17 -0.86 -0.54
Br 0.837 -7.833 -1.185 0.05 0.40 0.21
C -0.420 -6.600 -1.839 -2.40 1.07 0.87
C -1.550 -6.114 -1.072 1.89 -1.00 0.34
C -2.531 -5.400 -1.761 -1.08 -0.79 1.02
C -2.431 -5.264 -3.132 0.04 0.89 -0.61
N -1.379 -5.688 -3.830 -0.17 1.42 -0.32
C -0.381 -6.226 -3.184 2.22 -0.77 0.35
H -1.554 -6.272 0.058 -0.26 0.07 -1.82
H -3.503 -5.172 -1.257 1.16 0.29 -0.34
H -3.109 -4.587 -3.690 -0.04 -1.02 0.32
H 0.633 -6.291 -3.675 -1.41 -0.49 0.00
```
Positions in Å, forces in eV/Å.

The total charge is +2. The value obtained for the energy is -5749.08409 a.u. The HOMO energy comes out at -12.1 eV.

Question: Among the records above, which one has the highest HOMO?
Answer: C29H37BN7O2RbSi